A 2-piece molecular cluster, CH4Br2N3O overall at a distorted geometry. Source: the OMol25 dataset; level of theory: the ωB97M-V functional and the def2-TZVPD basis.

The value obtained for the lowest unoccupied orbital energy (spin up / spin down) is -6.68 / -6.71 eV. The HOMO energy (spin up / spin down) comes out at -14.2682 / -14.0718 eV. The energy relative to the best compared isomer or geometry (same formula, charge and spin) comes out at 2.5804 eV. The calculation puts the gap between HOMO and LUMO (spin up / spin down) at 7.59 / 7.36 eV. As for the molecular weight: 233.87 g mol⁻¹.

ORCA input file:
```
! wB97M-V def2-TZVPD RIJCOSX def2/J DEFGRID3
* xyz 1 1
C 0.350 1.472 -0.704
N -0.462 1.660 -1.522
N -0.024 -1.066 -0.233
N 0.940 -1.067 0.856
O 1.164 1.304 0.131
Br -3.111 0.018 0.596
Br -1.503 -1.890 -0.114
H -0.789 2.145 -2.457
H 1.221 0.173 0.848
H 0.465 -1.120 1.904
H 1.747 -1.630 0.696
*
```